[1]
The following is a quantum chemistry calculation of 12 unconnected molecules or ions with the total composition C6H38NO12 in a non-equilibrium geometry, from the OMol25 dataset.

Structure (XYZ):
```
57
Properties=species:S:1:pos:R:3
C -0.099 2.336 -0.992
O 0.491 3.463 -0.314
C 0.254 1.015 -0.338
C -0.191 -0.212 -1.150
C -1.713 -0.315 -1.229
C 0.459 -1.508 -0.613
C 1.043 -2.362 -1.732
N -0.320 0.952 1.068
H 0.270 2.353 -2.000
H -1.164 2.538 -0.972
H 1.291 3.196 0.172
H 1.321 0.976 -0.201
H 0.185 -0.008 -2.152
H -2.004 -0.969 -2.048
H -2.143 -0.771 -0.332
H -2.193 0.640 -1.411
H 1.235 -1.261 0.123
H -0.288 -2.087 -0.084
H 1.462 -3.281 -1.339
H 1.853 -1.839 -2.252
H 0.276 -2.648 -2.459
H -0.432 1.900 1.519
H 0.286 0.373 1.660
H -1.248 0.536 1.093
H -2.189 3.185 1.452
H -0.808 3.843 1.254
O -1.326 3.320 1.889
H 0.621 1.329 -4.902
H -0.822 1.355 -4.419
O 0.081 1.216 -4.103
H -3.412 1.333 0.901
H -4.334 2.472 0.426
O -3.411 2.223 0.482
H 0.610 -3.872 1.636
H 0.669 -2.359 2.040
O 0.084 -3.150 2.015
H -2.988 -3.459 1.590
H -1.543 -2.930 1.490
O -2.471 -2.771 1.160
H 2.552 3.074 2.227
H 2.938 1.772 1.462
O 2.219 2.425 1.581
H -2.266 -3.354 -0.550
H -2.361 -3.204 -2.090
O -2.124 -3.815 -1.392
H 4.512 1.242 -1.779
H 3.760 -0.138 -2.012
O 3.960 0.540 -1.357
H 1.753 -0.836 3.332
H 2.543 -0.649 1.987
O 1.678 -0.896 2.368
H -2.922 -1.091 1.515
H -3.368 -0.168 2.690
O -2.989 -0.150 1.813
H 4.808 0.022 1.641
H 3.991 0.251 0.328
O 3.924 0.224 1.309
```

Computed properties:
- Total charge: +1
- Spin multiplicity: 1
- HOMO level: -12.88 eV

=====

[2]
The following is a quantum chemistry calculation of 13 unconnected molecules or ions with the total composition C6H39NO13 in a non-equilibrium geometry, from the OMol25 dataset.

Structure (XYZ):
```
59
Properties=species:S:1:pos:R:3
C -2.601 0.515 -2.913
C -1.257 1.184 -3.187
C -0.239 0.031 -3.365
O 1.100 0.668 -3.329
C -3.374 0.891 -1.637
N -3.123 0.271 -0.362
C -4.261 0.094 0.630
C -3.778 -0.471 1.995
H -2.507 -0.514 -3.017
H -3.107 0.727 -3.895
H -1.045 1.910 -3.890
H -1.006 1.916 -2.412
H -0.202 -0.565 -2.484
H -0.264 -0.560 -4.443
H 1.452 0.531 -4.261
H -3.238 1.991 -1.607
H -4.432 0.605 -1.882
H -2.192 0.562 -0.069
H -4.885 1.036 0.662
H -4.953 -0.483 0.035
H -3.762 0.156 2.817
H -2.666 -0.728 1.999
H -4.432 -1.342 2.066
H 0.036 1.483 1.182
H 0.156 -0.025 1.594
O 0.203 0.548 0.817
H 2.951 -0.234 -0.352
H 1.610 -0.364 -0.961
O 2.482 -0.623 -1.181
H -1.259 -2.544 3.400
H -1.689 -3.079 0.468
O -0.798 -2.226 4.218
H 1.428 -1.006 2.193
H 1.568 -0.318 3.505
O 0.864 -0.723 3.004
H 2.531 -3.610 -1.218
H 3.474 -2.437 -0.537
O 3.178 -3.427 -0.422
H 2.670 2.555 1.481
H 2.983 2.830 -0.080
O 2.578 3.135 0.683
H -0.317 4.285 0.596
H 0.010 4.748 2.067
O -0.360 4.037 1.564
H 0.985 2.648 -2.172
H 1.254 3.367 -0.901
O 1.202 3.528 -1.901
H 0.194 -2.222 4.025
H 3.238 -1.770 2.297
O 2.664 -1.812 1.475
H 0.798 -3.338 2.207
H 2.735 -2.779 1.018
O 0.619 -4.222 2.331
H 2.923 1.121 -1.910
H 3.777 2.269 -2.240
O 3.619 1.683 -1.553
H -2.248 -1.803 0.663
H -0.320 -4.156 2.096
O -2.015 -2.593 1.216
```

Computed properties:
- Spin multiplicity: 1
- HOMO level: -8.59 eV

=====

So what do the calculations give for ΔE to the lowest compared entry with this formula, charge and spin? Going down the list: 0.00; 163.65 kcal/mol.